No. 1
C37H27Cl3FN5O10PtS as an isolated structure in a non-equilibrium geometry, computed with the ωB97M-V functional and the def2-TZVPD basis.

```
85
Properties=species:S:1:pos:R:3
Pt 0.52788 1.06457 0.03788
Cl -5.29213 6.79188 0.47617
Cl -0.00910 2.77007 -2.02992
Cl -0.63265 8.16804 2.72504
S 1.23934 5.46909 -1.75050
F -1.25677 -4.89441 -2.65706
O 1.52713 -0.47684 1.65932
O -4.07320 -3.28862 2.10967
O 0.62210 -0.38444 -1.63565
O 2.42069 1.52420 -0.47132
O 1.09446 -6.65986 2.36732
O -3.05453 3.68829 -1.57041
O 4.49453 0.72887 -0.59799
O 2.78157 -2.30188 1.24859
O -3.30068 -1.28552 1.95011
O -1.01291 -6.97291 2.68725
N -1.41846 1.10753 0.78175
N -0.05192 -6.26855 2.45604
N -3.27126 2.26613 0.79989
N 3.59076 -3.10767 -0.79720
N -3.16198 -2.49117 2.04206
C -3.63068 6.40129 0.80128
C -2.61236 4.59395 -2.57822
C -1.56984 7.02108 1.83726
C -0.73492 -2.14006 1.90451
C -1.26630 5.20757 -2.29951
C -1.79361 -3.01448 2.07242
C 0.78803 -3.99019 2.07901
C 4.73914 -3.99451 -0.63813
C -0.04600 -4.42794 -2.26819
C -2.89104 7.31010 1.54251
C 2.77941 -0.84314 -0.75620
C 1.57513 -1.20850 -1.30378
C 0.29850 6.88482 -1.95951
C -2.77143 2.29824 2.08182
C -0.99663 5.82646 1.43051
C 4.75343 -4.98259 -1.79947
C 1.02958 -5.30303 -2.25151
C -1.59691 -4.37110 2.25771
C -0.29426 -4.83243 2.26384
C -3.83988 4.24290 -0.53813
C 1.68124 -1.68623 1.60938
C 0.09738 -3.10528 -1.93841
C 3.53360 -1.90249 -0.07641
C 3.28430 0.55554 -0.60793
C 3.46298 -5.79642 -1.82809
C 4.73669 -4.68565 0.72649
C 2.26779 -4.87596 -1.80798
C 0.56229 -2.63217 1.90338
C -4.37148 3.04569 0.26681
C -3.07212 5.21291 0.33808
C -0.99904 6.60217 -2.24854
C -2.43271 1.52946 0.05299
C 1.34294 -2.64821 -1.50279
C -1.61707 1.58298 2.06165
C 2.41476 -3.55134 -1.36205
C -1.75293 4.93784 0.68983
C -0.13304 4.48083 -2.06622
H -2.55611 4.00011 -3.49188
H -4.98599 3.40643 1.08881
H 5.59320 -5.35760 0.80898
H 0.03086 5.60006 1.68078
H -1.75502 7.35818 -2.41221
H -1.30600 4.01050 0.35523
H 4.80362 -3.94683 1.52536
H -2.58745 1.32472 -0.99112
H 3.82547 -5.26713 0.87470
H -3.34183 8.23136 1.88296
H -2.43287 -5.04142 2.38504
H 3.42854 -6.48365 -0.97809
H 0.75711 7.85485 -1.85366
H -0.92120 -1.08803 1.74625
H 4.84808 -4.41799 -2.73007
H -3.35195 5.38692 -2.72592
H 0.89091 -6.32111 -2.59526
H -0.93397 1.35414 2.86208
H -4.97506 2.41885 -0.38862
H 5.62746 -3.36105 -0.70483
H -0.72498 -2.40841 -2.02955
H 3.42167 -6.41081 -2.72884
H 5.62245 -5.63538 -1.71288
H -3.26666 2.82589 2.87785
H -4.70545 4.75321 -0.97051
H 1.78952 -4.39374 2.06048
H 4.51778 -1.58097 0.24550
```

For the LUMO energy (spin up / spin down), the calculation gives -1.14 / -1.22 eV. As for the energy above the lowest of the compared OMol25 structures with the same formula, charge and spin: 294.04 kJ/mol. The value obtained for the molar mass is 1054.2 Da. As for the HOMO energy (spin up / spin down): -7.647 / -7.726 eV. The value obtained for the electronic energy is -121093.6934 eV.

---

No. 2
C25H46N2NiPS6Sb2 as an isolated structure in a non-equilibrium geometry, computed with the ωB97M-V functional and the def2-TZVPD basis.

```
83
Properties=species:S:1:pos:R:3
Sb 1.18330 -2.16587 -0.30171
Sb -0.47902 -0.48719 2.47408
Ni 0.57761 0.25383 0.27065
S -0.35131 2.43976 0.58319
S 0.56316 3.59446 -5.08868
S -2.35775 5.12364 -0.29420
S -1.08791 4.86260 -2.95470
S -0.84036 -0.14847 -1.80049
S 0.70055 2.75923 -2.24667
P 2.91089 1.04536 0.75581
N -3.05043 1.05224 -0.96562
N -2.38664 1.40974 -3.20659
C -1.29672 5.90944 0.94034
C 1.43326 -3.98097 2.11200
C 0.98833 -1.81348 3.36505
C -4.32046 1.76773 -0.84110
C -0.55123 -3.37768 -0.24823
C -0.31059 -5.34052 3.83108
C 3.24073 1.12605 3.60638
C 0.34297 -6.03128 2.82180
C 2.02118 -2.82365 -2.13129
C 3.88374 0.15786 -0.53380
C 2.34665 -3.29607 1.12402
C -2.20988 -1.40553 3.28045
C 2.90202 3.82649 1.47886
C -1.18782 4.28791 -1.30243
C 3.38401 2.79120 0.46012
C -0.08364 -3.98260 3.97958
C 0.77357 -3.28397 3.12912
C 3.86245 0.65858 2.28788
C -3.33013 2.41045 -3.70329
C 5.35671 0.53024 -0.70335
C 0.07664 3.72795 -3.53484
C 1.20898 -5.35110 1.98102
C -0.39146 1.12720 3.85443
C -2.22289 0.88244 -1.99192
C -0.37320 3.26932 -0.96185
H -3.49404 3.18737 -2.96700
H 4.83720 1.13603 2.16732
H 3.45773 3.75716 2.41320
H -4.82218 1.36926 0.03734
H 1.73101 -5.89325 1.20054
H -1.70158 1.07880 -3.86907
H -2.30699 -2.43041 2.92945
H 3.80072 -0.90393 -0.28256
H -2.08624 -1.39165 4.36251
H 3.34782 0.29604 -1.47934
H 4.47475 2.79230 0.42226
H 1.95085 -1.47661 2.99368
H 2.96833 2.17913 3.57780
H -2.87192 2.87448 -4.57311
H 3.95161 0.99338 4.42251
H 3.02732 3.05419 -0.54121
H -0.97723 -5.85710 4.50836
H 2.89453 -4.03459 0.53863
H -4.95824 1.57803 -1.69513
H -0.82961 5.16973 1.58503
H 1.45988 -2.38644 -2.95449
H 3.06232 -2.51345 -2.19636
H -1.95550 6.55038 1.52411
H 5.90728 0.46589 0.23559
H -4.28051 1.97035 -4.00222
H -4.17446 2.83564 -0.70068
H -0.56889 -3.44736 4.78819
H 1.95410 -3.90962 -2.16699
H 0.19079 -7.09486 2.69769
H 5.47563 1.53594 -1.10295
H 3.06964 -2.62872 1.59272
H 4.04428 -0.42043 2.30353
H -1.37665 1.59002 3.90042
H 0.93709 -1.59312 4.43260
H -2.62632 0.75874 -0.09304
H -0.12654 0.74158 4.83852
H -0.54402 6.52187 0.44898
H -3.09672 -0.83815 3.00474
H 1.83659 3.72369 1.69089
H 2.34872 0.56881 3.85980
H -0.27410 -4.41324 -0.44015
H -1.23985 -3.01799 -1.00887
H -1.01625 -3.31856 0.73510
H 3.06886 4.82716 1.08101
H 5.83158 -0.15342 -1.40720
H 0.33122 1.87084 3.53135
```

For the LUMO energy (spin up / spin down), the calculation gives -2.07 / -3.46 eV. As for the expectation value of S²: 2.012. As for the energy above the lowest of the compared OMol25 structures with the same formula, charge and spin: 23.62 kJ/mol. The charge is +1. The value obtained for the molar mass is 900.2 Da. As for the HOMO energy (spin up / spin down): -9.639 / -9.673 eV. As for the spin multiplicity: 3. The value obtained for the electronic energy is -158065.4546 eV.